9
Properties=species:S:1:pos:R:3:forces:R:3:lowdin_charge:R:1 method="wB97M-V/def2-TZVPD" fmax_ev_per_a=6.51 total_charge=+1 de_lowest_ev=6.313 gap_ha=0.084 e_lumo_ev=-10.9348 homo_ev=-13.23
Al -25.95308 -2.49321 -8.44843 -0.27 0.36 -0.11 1.1384
O -23.63430 -4.95657 -11.84471 -3.09 -3.24 -4.01 0.3137
O -22.28724 -4.31203 -10.86637 6.14 0.94 1.93 0.3140
O -26.81598 0.28663 -9.17359 -0.65 -0.09 4.11 0.0479
O -26.02761 1.12318 -10.92096 -0.88 -0.28 -0.23 0.1976
O -24.16430 -4.32717 -9.84668 -0.34 -1.59 1.19 0.0292
O -27.21018 -0.67948 -10.99948 0.14 0.70 0.12 0.0948
N -23.40385 -4.69261 -10.69418 -2.76 4.00 0.85 -0.5230
N -26.73466 0.29030 -10.34786 1.71 -0.80 -3.83 -0.6125